(1)
The following is a quantum chemistry calculation of C33H40CaN6O as an isolated structure, from the OMol25 dataset.

ORCA input file:
```
! wB97M-V def2-TZVPD RIJCOSX def2/J DEFGRID3
* xyz -2 1
H 2.406 0.571 -2.058
C 2.475 -0.242 2.067
H 1.673 -1.535 -5.435
C -1.038 3.421 -6.613
H -1.466 3.648 0.079
C -0.286 -3.829 3.568
O -1.650 -0.933 2.252
H -2.574 -1.715 4.186
H -0.856 1.766 3.453
C -2.826 -0.530 1.979
C 2.763 0.562 -1.020
C -1.535 -4.452 3.268
H -0.622 2.864 -1.826
N -0.218 -2.397 -1.723
H -3.653 0.915 -3.220
N -3.879 -0.844 2.798
H -2.834 -5.029 1.607
C 1.767 -0.483 -5.140
C -0.834 2.228 -5.728
C -0.028 2.242 0.839
H 0.819 2.183 3.865
H -1.382 -3.782 -0.092
H 1.138 -3.997 -2.390
C 0.440 2.616 -1.687
H 2.735 0.188 3.049
C -1.713 0.699 -4.058
H 1.739 -2.758 0.200
C 1.636 0.719 1.313
C 0.262 -2.461 -3.914
C -3.650 -1.647 4.009
H -3.069 -0.744 -3.129
H 0.329 0.481 3.762
H -5.272 2.006 -0.613
N -3.023 0.212 0.852
H -2.710 2.523 -4.643
H 1.147 1.755 -6.530
C 0.553 1.458 1.873
C 0.330 1.426 -5.838
C -0.720 -1.256 -2.218
H -1.990 2.770 1.535
H 0.730 1.952 -2.513
H -4.063 -2.659 3.882
H -2.135 -4.932 4.051
C -1.914 -4.503 1.914
H -0.008 -3.755 4.645
H -0.062 3.804 -6.954
N 0.555 -3.409 2.649
H -6.372 0.573 1.043
N -0.435 -1.318 -3.562
N -4.368 1.607 -0.383
H -5.934 -0.914 3.098
H 3.093 -0.455 -0.778
C -1.130 -3.902 0.956
C 1.715 1.037 -0.078
C -5.374 0.252 1.336
C -1.818 1.853 -4.776
H 1.955 -1.198 2.241
C -5.161 -0.525 2.437
H 0.463 -2.808 -4.851
H -1.635 3.141 -7.502
C 0.139 -3.150 1.333
C 0.190 1.470 3.307
C 0.844 -2.097 0.824
C 0.679 1.970 -0.368
H 3.401 -0.459 1.517
H -0.789 4.073 1.663
H -2.438 0.485 -2.027
C 0.482 0.273 -5.126
C -2.752 0.302 -3.066
H -3.554 2.046 -0.798
Ca -0.673 -0.372 0.151
C -0.585 -0.110 -4.318
H 2.399 0.005 -5.893
H 1.019 3.549 -1.797
C 0.489 -3.143 -2.717
H -1.579 4.210 -6.064
C -1.123 3.229 1.036
H 2.308 -0.437 -4.185
H -4.142 -1.167 4.865
C -4.256 0.693 0.602
H 3.649 1.219 -0.982
*
```

Results
Kohn-Sham gap (alpha / beta)   4.298 / 3.429 eV
E_tot   -2362.74592 Ha
HOMO (alpha / beta)   0.003 / 0.873 eV
LUMO (alpha / beta)   4.3 / 4.3 eV



(2)
The following is a quantum chemistry calculation of C2H2O3S as an isolated structure, from the OMol25 dataset.

ORCA input file:
```
! wB97M-V def2-TZVPD RIJCOSX def2/J DEFGRID3
* xyz 0 3
O 1.898 1.754 -0.003
H -2.014 0.918 0.794
H -1.957 -0.588 -0.495
O -0.165 0.045 0.506
C 1.813 0.887 -0.738
C -1.414 0.064 0.233
S 1.071 -1.023 0.327
O 0.768 -2.056 -0.624
*
```

Results
Energy above the lowest of the compared OMol25 structures with the same formula, charge and spin   39.4 kJ/mol
Kohn-Sham gap (alpha / beta)   7.738 / 9.940 eV
E_tot   -701.14319 Ha
Expectation value of S²   2.011
HOMO (alpha / beta)   -7.230 / -11.600 eV
LUMO (alpha / beta)   0.5 / -1.7 eV



(3)
The following is a quantum chemistry calculation of C5H11O as an isolated structure, from the OMol25 dataset.

ORCA input file:
```
! wB97M-V def2-TZVPD RIJCOSX def2/J DEFGRID3
* xyz 0 2
H -1.287 0.889 -1.504
H -2.245 0.000 -0.300
C 1.502 0.000 -1.015
C -0.129 0.000 0.085
H -1.287 -0.889 -1.504
H 1.166 -0.917 -1.560
O 2.548 0.000 -0.315
H 0.877 -1.260 1.521
H -0.012 2.147 0.260
C -0.033 -1.258 0.907
H -0.900 -1.347 1.578
H -0.011 -2.147 0.261
H 0.877 1.261 1.521
H -0.901 1.347 1.578
C -0.033 1.258 0.907
C -1.298 0.000 -0.860
H 1.166 0.917 -1.561
*
```

Results
Energy above the lowest of the compared OMol25 structures with the same formula, charge and spin   61.7 kJ/mol
Kohn-Sham gap (alpha / beta)   9.542 / 8.051 eV
E_tot   -272.25495 Ha
Expectation value of S²   0.767
HOMO (alpha / beta)   -8.770 / -9.321 eV
LUMO (alpha / beta)   0.8 / -1.3 eV



(4)
The following is a quantum chemistry calculation of a 11-piece molecular cluster, C4H30O13 overall, from the OMol25 dataset.

ORCA input file:
```
! wB97M-V def2-TZVPD RIJCOSX def2/J DEFGRID3
* xyz 0 1
H -2.269 8.831 11.177
H 1.804 5.875 15.646
O -1.850 8.039 10.841
H 2.697 9.359 14.261
O 2.940 5.662 12.405
O 4.822 6.710 17.130
H 0.229 6.976 13.290
H -0.853 9.248 16.760
O 1.014 9.455 11.299
H -0.205 8.287 15.787
H 4.992 6.892 18.057
H 4.144 3.281 13.008
O 0.158 7.696 13.916
H 3.162 5.484 17.659
H -0.912 8.198 10.952
H 3.167 4.796 10.590
H 2.875 7.279 17.399
H 2.134 3.926 11.684
O 3.603 4.961 15.140
H 2.647 10.092 15.585
O -0.641 5.199 12.491
O 2.299 9.324 15.131
H 1.047 8.045 13.983
C 3.041 4.529 11.640
H 3.990 2.529 11.444
H -1.905 7.209 14.221
H 1.384 9.561 12.176
H 4.534 5.140 15.290
O -0.445 11.093 13.846
H 0.256 11.744 13.807
H -2.379 6.948 12.807
O -2.692 7.027 13.708
C 4.158 3.486 11.938
C 2.884 6.016 15.675
H 3.239 7.466 12.475
O -0.666 8.319 16.625
O 5.439 3.993 11.776
H 5.626 4.405 12.623
H 3.499 8.870 11.972
H -0.154 4.686 13.135
O 3.164 8.387 12.727
H 2.721 5.342 13.283
H 0.294 10.084 11.265
H -0.230 10.554 14.607
H -1.450 4.707 12.353
H 3.046 6.948 15.132
C 3.400 6.378 17.082
*
```

Results
Energy above the lowest of the compared OMol25 structures with the same formula, charge and spin   156.8 kJ/mol
Kohn-Sham gap   10.059 eV
E_tot   -1148.46824 Ha
HOMO   -10.097 eV
SMILES   OCCO.OCCO.O.O.O.O.O.O.O.O.O
LUMO   0.0 eV



(5)
The following is a quantum chemistry calculation of one molecule with the formula C4H2O2, from the OMol25 dataset.

ORCA input file:
```
! wB97M-V def2-TZVPD RIJCOSX def2/J DEFGRID3
* xyz 0 1
O 1.519 0.135 2.301
H 2.452 0.526 0.529
C -1.636 -0.048 -1.095
H -1.535 -1.094 -1.426
C 0.552 -0.373 0.250
C -0.458 0.022 -0.299
C 1.616 0.099 1.103
O -2.510 0.733 -1.365
*
```

Results
Energy above the lowest of the compared OMol25 structures with the same formula, charge and spin   87.2 kJ/mol
Kohn-Sham gap   10.262 eV
E_tot   -303.97661 Ha
HOMO   -10.888 eV
SMILES   O=CC#CC=O
LUMO   -0.6 eV



(6)
The following is a quantum chemistry calculation of C3H3N4 as an isolated structure, from the OMol25 dataset.

ORCA input file:
```
! wB97M-V def2-TZVPD RIJCOSX def2/J DEFGRID3
* xyz 1 1
N 3.313 0.815 0.316
C 1.245 -0.457 -0.481
N 0.261 -1.847 0.689
N -1.168 -0.102 0.192
H 1.092 -0.102 -1.593
C 2.455 0.081 0.072
C 0.023 -0.471 0.384
H -1.413 0.836 -0.204
N 1.028 -1.936 -0.236
H -1.703 -0.545 0.897
*
```

Results
Energy above the lowest of the compared OMol25 structures with the same formula, charge and spin   264.9 kJ/mol
Kohn-Sham gap   9.618 eV
E_tot   -334.70581 Ha
HOMO   -16.362 eV
LUMO   -6.7 eV